The following is a quantum chemistry calculation of 10 unconnected molecules or ions with the total composition C46H68F4O10S2 at a distorted geometry, from OMol25.

Cartesian coordinates (Å):
C1 4.165360 19.713610 27.140540
C2 3.517520 18.703850 28.063950
O1 2.256540 18.237520 27.403380
S1 1.588820 16.989370 28.176790
C3 0.559480 16.404620 26.782300
O2 2.679160 15.997650 28.381300
O3 0.715510 17.437460 29.225370
H1 5.079610 20.109660 27.582580
H2 3.501530 20.578000 27.156670
H3 4.369970 19.206250 26.197770
H4 4.160960 17.857370 28.303870
H5 3.199610 19.233820 28.961820
H6 -0.099110 15.609630 27.132080
H7 1.259290 15.950480 26.080790
H8 0.067110 17.195290 26.216160
C4 -4.460980 22.113440 34.430730
C5 -4.166330 20.926970 33.501220
O4 -3.776060 21.353400 32.197520
S2 -3.627150 20.214030 30.975290
C6 -1.922060 19.719830 31.380180
O5 -4.561370 19.071710 31.267140
O6 -3.663330 20.963420 29.699970
H9 -3.693690 22.827500 34.729880
H10 -4.742000 21.778100 35.429070
H11 -5.371110 22.684150 34.246200
H12 -3.439260 20.259810 33.964220
H13 -5.080940 20.348900 33.369260
H14 -1.923200 19.545730 32.456190
H15 -1.143390 20.425680 31.091130
H16 -1.732930 18.702190 31.038530
F1 -0.483030 12.101540 26.876930
C7 -1.674900 11.909620 27.455050
C8 -2.333430 12.929890 28.142890
C9 -3.539640 12.647740 28.670090
C10 -4.181330 11.479550 28.352360
C11 -3.582900 10.370160 27.712330
C12 -2.323830 10.666340 27.205760
H17 -1.869850 13.868680 28.407750
H18 -3.975950 13.433300 29.269200
H19 -5.213210 11.314270 28.624970
H20 -4.068800 9.409230 27.629130
H21 -1.875160 9.987050 26.496060
F2 -2.278200 16.023860 24.371310
C13 -2.752830 16.669290 25.422650
C14 -2.570140 18.070960 25.615540
C15 -3.049250 18.518420 26.852350
C16 -3.623730 17.719170 27.834100
C17 -3.941200 16.441190 27.509230
C18 -3.437010 15.886940 26.375660
H22 -2.150040 18.778870 24.916420
H23 -3.047460 19.570140 27.097890
H24 -3.856050 18.140770 28.800890
H25 -4.434190 15.823520 28.245340
H26 -3.760450 14.890860 26.111830
F3 -4.070940 13.049420 24.611500
C19 -4.637160 12.168930 23.763940
C20 -5.440630 11.179480 24.287760
C21 -6.230810 10.451920 23.396530
C22 -6.140180 10.710660 22.060310
C23 -5.434070 11.684040 21.513340
C24 -4.667820 12.450220 22.364010
H27 -5.358810 11.045890 25.356340
H28 -6.923160 9.683660 23.707700
H29 -6.727720 10.072360 21.417060
H30 -5.557500 11.729930 20.441400
H31 -4.143390 13.291680 21.935830
F4 -0.623930 14.884540 32.865790
C25 -1.956140 14.910170 32.752690
C26 -2.536320 15.628730 31.719390
C27 -3.949120 15.668260 31.623450
C28 -4.790810 14.903810 32.502070
C29 -4.162830 14.252160 33.578010
C30 -2.768850 14.221420 33.694810
H32 -1.841260 16.284350 31.215940
H33 -4.426200 16.210350 30.820370
H34 -5.863740 15.026150 32.486140
H35 -4.747430 13.601250 34.211220
H36 -2.403050 13.660520 34.542150
C31 -6.548550 16.898200 24.883030
C32 -6.416660 15.934520 23.743580
C33 -7.530490 14.951330 24.009700
O7 -8.503820 15.847090 24.548410
C34 -8.024600 17.010630 25.119310
H37 -6.058110 17.856760 24.713540
H38 -5.980440 16.429780 25.686730
H39 -5.469540 15.396690 23.786120
H40 -6.440460 16.502730 22.813700
H41 -7.225460 14.158820 24.693060
H42 -7.828080 14.513020 23.057110
H43 -8.209370 17.086140 26.190880
H44 -8.382040 17.798630 24.456440
C35 -7.900530 13.011070 28.175830
C36 -8.061950 13.742580 29.476740
C37 -7.036160 14.895660 29.340070
O8 -7.038150 15.271960 28.050230
C38 -7.268840 14.090290 27.292980
H45 -8.775580 12.531270 27.737450
H46 -7.174580 12.200970 28.245450
H47 -7.912790 13.098100 30.343050
H48 -9.032910 14.237760 29.488720
H49 -6.065440 14.501570 29.640880
H50 -7.348320 15.645130 30.067360
H51 -6.346550 13.876220 26.752940
H52 -7.947730 14.451610 26.520540
C39 -4.962940 20.433620 21.051890
C40 -3.481740 20.385990 21.256700
C41 -3.327510 20.551940 22.746750
O9 -4.319090 19.692910 23.239290
C42 -5.418900 19.759850 22.342420
H53 -5.435260 19.948140 20.197890
H54 -5.241740 21.487360 21.052010
H55 -3.073220 21.218950 20.684500
H56 -3.064710 19.415080 20.989260
H57 -3.383990 21.597830 23.048470
H58 -2.340180 20.291430 23.128090
H59 -6.201740 20.434150 22.689690
H60 -5.819650 18.755150 22.207950
C43 0.479930 21.642580 27.486140
C44 -0.149250 21.143290 28.718870
C45 0.933970 21.064820 29.741030
O10 2.007640 21.758000 29.133440
C46 1.505190 22.572160 28.040690
H61 -0.180550 22.140330 26.776140
H62 0.891930 20.764920 26.988080
H63 -0.647810 20.186590 28.563100
H64 -0.871520 21.908050 29.004470
H65 1.316120 20.093420 30.054780
H66 0.593370 21.608600 30.622160
H67 2.228800 22.853800 27.275720
H68 1.207560 23.562550 28.385130

Atomic forces in eV per Å
-0.386 -0.298 0.676
-0.382 0.545 0.054
0.634 -0.321 1.036
1.127 -1.832 -2.100
1.114 -0.209 0.047
-2.505 1.997 0.251
0.622 -0.079 0.160
0.205 -0.400 0.025
-0.086 -0.048 -0.900
-0.087 0.639 -0.235
-0.285 -0.051 -0.134
0.100 -0.260 0.201
-0.143 0.347 0.158
0.153 -0.064 0.158
-0.214 0.143 0.689
-0.569 0.253 0.994
-0.984 0.133 0.655
0.279 -0.487 -1.838
-0.910 -0.016 0.268
-0.638 -0.920 0.411
2.464 3.012 -0.908
-0.083 -1.749 2.934
0.515 -0.132 -0.928
0.144 -0.991 0.073
0.144 0.044 -1.011
0.340 0.076 -0.156
-0.042 -0.043 0.237
-0.079 0.497 0.155
-0.538 0.008 -0.117
-0.048 0.214 -0.781
0.185 0.190 0.091
-1.804 -0.889 -0.576
2.783 -0.507 -0.188
-1.443 0.341 -0.071
-1.354 -2.251 0.477
0.692 2.719 0.351
0.808 0.380 -0.294
0.311 0.049 -0.300
-0.527 -0.137 0.046
-0.118 0.234 0.541
-0.048 0.122 -0.309
0.504 -0.178 0.241
0.386 -0.100 -1.069
-0.511 1.155 1.766
-0.880 -1.838 0.929
0.135 0.734 0.126
0.112 1.239 -0.365
0.470 -0.872 1.543
-0.090 0.053 -2.133
0.047 -0.345 -0.216
0.461 0.266 -0.182
-0.298 0.106 -0.051
-0.294 -0.180 -0.123
0.496 -0.268 -0.132
0.515 -0.244 -0.167
-1.260 0.804 -2.163
0.276 -0.088 -0.032
0.487 -0.079 1.236
-2.639 -2.987 0.242
1.317 1.135 -0.542
0.792 0.835 0.900
-0.452 -0.230 0.145
0.156 -0.074 0.340
-0.197 -0.038 -0.154
0.671 0.866 -0.099
0.306 0.164 0.380
0.072 0.020 0.114
-1.785 -0.837 1.035
-0.730 0.191 1.035
-0.275 -1.301 0.581
2.151 1.454 0.040
0.258 -0.239 -1.429
-0.025 0.428 -0.608
-0.258 -0.069 -0.785
0.095 0.315 0.010
-0.054 -0.256 -0.332
-0.062 0.257 0.384
0.622 0.052 -0.162
1.915 0.401 0.727
1.498 -0.293 -0.329
0.364 1.762 -0.696
-2.765 -2.915 -0.146
1.569 0.199 -0.682
0.012 0.058 -0.114
-0.456 0.228 0.606
0.318 0.223 -0.160
-0.482 -0.506 -0.401
-0.093 0.045 0.074
-0.698 -0.074 0.227
-0.613 0.230 -0.141
-0.459 0.620 0.751
1.273 -0.549 -0.818
-0.213 0.542 0.047
-0.349 -1.653 3.127
-0.321 0.735 -1.087
-0.806 1.030 -1.936
-0.218 0.469 0.081
0.067 -0.088 0.346
-0.118 0.247 0.108
-0.227 -0.269 0.308
0.517 0.022 0.221
0.321 0.632 -0.385
0.266 -0.719 0.297
-0.237 -0.374 -0.070
-0.383 -0.364 0.561
1.029 0.450 -1.200
0.745 0.217 -0.321
-0.317 0.109 0.556
-1.099 0.473 0.057
0.533 0.034 -0.215
-0.312 -0.033 -0.027
0.718 -0.324 -0.046
0.165 0.126 -0.298
-0.852 0.325 0.149
-0.019 -0.647 -0.069
-0.268 -0.388 0.839
0.054 0.016 0.023
-0.265 0.235 -1.411
-2.463 -0.779 0.235
0.584 0.760 0.203
1.629 1.204 -0.430
0.928 -0.594 0.139
-0.304 -0.095 0.132
0.684 0.342 -0.325
-0.262 0.077 0.080
-0.371 -0.304 0.358
-0.292 -0.185 -0.243
0.236 0.031 0.434
0.845 -0.662 0.334
-0.877 -0.139 0.390

Relative energy (zero: lowest compared OMol25 entry of this formula, charge and spin) = 0.00 kcal per mole
Energy = -3741.581456 a.u.
SMILES string = CCOS(C)(=O)=O.CCOS(C)(=O)=O.Fc1ccccc1.Fc1ccccc1.Fc1ccccc1.Fc1ccccc1.C1CCOC1.C1CCOC1.C1CCOC1.C1CCOC1
Maximum force = 4.0 eV/A
2S+1 = 1
Kohn-Sham gap = 9.39 eV